(1)
C40H33GeIrN2O3 | ωB97M-V with the def2-TZVPD basis set

Cartesian coordinates (Å):
Ir: 1.711 -1.243 0.078
Ge: 1.237 1.986 1.456
O: 1.116 -3.058 -1.491
O: -3.808 -1.500 5.479
O: -5.275 -1.507 3.827
N: 1.686 -0.833 -1.937
N: 0.021 -2.284 0.353
C: -2.613 2.309 -0.210
C: 1.469 3.696 5.293
C: 1.853 0.144 1.062
C: 1.730 2.365 3.292
C: 2.730 4.306 0.541
C: 1.105 3.401 3.987
C: -0.681 -1.692 2.573
C: -1.397 -0.715 -1.778
C: -3.311 -2.272 1.935
C: -1.672 -1.536 3.518
C: 2.460 2.953 5.921
C: -2.730 -3.474 -4.942
C: 1.052 -2.253 -3.880
C: -2.910 1.570 2.058
C: 2.722 1.625 3.933
C: -0.688 2.014 1.218
C: 0.000 -3.363 -4.051
C: -0.987 -2.143 1.282
C: 2.243 2.689 -1.173
C: -1.679 -3.855 -5.810
C: 2.160 3.094 0.160
C: 3.356 -1.570 -3.585
C: -1.537 1.624 2.254
C: 2.883 3.490 -2.109
C: -2.326 -2.446 0.984
C: 2.946 -0.758 -2.528
C: -1.240 2.362 -0.014
C: -2.431 -2.878 -3.693
C: -4.128 -1.604 4.165
C: -1.151 -2.790 -3.261
C: -3.003 -1.816 3.214
C: -3.447 1.907 0.824
C: -0.378 -3.768 -5.434
C: 0.877 -1.892 -2.421
C: 3.085 1.917 5.241
C: -0.209 -2.912 -0.916
C: -0.640 -1.985 -2.088
C: 2.486 -2.420 -4.228
C: 3.367 5.108 -0.397
C: 3.442 4.700 -1.722
H: -2.879 -1.724 5.615
H: -4.518 1.856 0.670
H: 2.742 3.179 6.941
H: -0.597 2.678 -0.827
H: -1.362 -0.044 -2.638
H: -3.757 -3.558 -5.268
H: -3.561 1.262 2.867
H: 2.947 3.165 -3.140
H: 0.349 -1.461 2.816
H: -0.961 -0.201 -0.922
H: 4.392 -1.504 -3.892
H: -1.124 1.354 3.219
H: 0.400 -4.248 -3.528
H: 0.978 4.502 5.823
H: 0.658 -1.373 -4.420
H: 3.856 1.335 5.730
H: -3.031 2.577 -1.173
H: 0.321 3.980 3.511
H: 3.943 5.323 -2.452
H: -4.347 -2.474 1.697
H: -2.599 -2.790 -0.004
H: -2.445 -0.915 -1.549
H: 3.809 6.048 -0.093
H: -1.925 -4.207 -6.804
H: 1.819 1.740 -1.485
H: -3.236 -2.440 -3.112
H: 2.803 -3.067 -5.034
H: 2.689 4.626 1.576
H: 0.412 -4.056 -6.118
H: 3.214 0.812 3.412
H: 3.624 -0.049 -2.071
H: -1.384 -1.148 4.490
H: -0.728 -3.869 -0.816

Computed properties:
LUMO level (alpha / beta) ... 0.01 / -1.51 eV
Calculated total energy ... -4060.3177 Eh
Highest occupied orbital energy (alpha / beta) ... -0.236 / -0.301 Ha
Expectation value of S² ... 6.081
Multiplicity ... 5
Frontier orbital gap (alpha / beta) ... 6.436 / 6.688 eV
Net charge ... 0
Molecular weight ... 854.54 g mol⁻¹


(2)
C4H10IN3S | ωB97M-V with the def2-TZVPD basis set

Cartesian coordinates (Å):
I: 2.017 0.305 -1.517
S: -2.823 -2.438 0.142
N: -0.681 1.703 -0.608
N: -0.142 -1.444 -0.432
N: 2.795 -1.125 1.498
C: -1.008 0.648 -1.631
C: -0.004 -0.596 -1.646
C: -1.278 -2.078 -0.403
C: -1.368 1.408 0.687
H: 3.303 -2.009 1.575
H: -0.646 1.547 1.560
H: -2.110 0.344 -1.542
H: 1.899 -1.285 1.009
H: 2.613 -0.752 2.432
H: -1.006 2.626 -0.937
H: 3.355 -0.452 0.961
H: -1.748 0.340 0.748
H: -2.283 2.090 0.750
H: -0.884 1.167 -2.649

Computed properties:
LUMO level ... -0.92 eV
Calculated total energy ... -1018.3644 Eh
Highest occupied orbital energy ... -0.219 Ha
Frontier orbital gap ... 5.037 eV
Net charge ... 0
Molecular weight ... 259.12 g mol⁻¹


(3)
C21H42AsN6PPdSi3 | ωB97M-V with the def2-TZVPD basis set

Cartesian coordinates (Å):
Pd: -0.044 0.418 0.357
As: -0.040 2.769 0.137
P: -0.016 -2.695 1.898
Si: 2.608 3.722 1.481
Si: -2.515 3.676 1.412
Si: -0.011 3.626 -2.835
N: -0.018 -1.116 4.221
N: -2.364 -3.148 0.455
N: -1.544 -1.152 0.091
N: -0.028 0.111 2.421
N: 2.326 -3.085 0.420
N: 1.463 -1.106 0.083
C: 2.565 -1.229 -0.719
C: 1.326 -2.241 0.763
C: 2.466 5.362 0.689
C: 1.554 2.784 -3.253
C: -0.022 0.190 4.629
C: -1.379 -2.279 0.779
C: -3.425 2.322 0.578
C: -2.570 -4.504 0.996
C: -1.584 2.788 -3.229
C: -0.022 -1.146 2.872
C: -3.168 -2.548 -0.471
C: -2.365 3.611 3.224
C: -2.411 5.334 0.636
C: 2.567 -4.442 0.946
C: -0.010 -2.283 5.127
C: 3.499 2.362 0.652
C: -0.028 0.955 3.503
C: -0.007 5.429 -2.605
C: -2.652 -1.307 -0.697
C: 2.454 3.666 3.289
C: 3.108 -2.461 -0.510
H: -1.749 -5.157 0.712
H: -3.601 2.532 -0.478
H: -0.007 5.868 -3.616
H: -1.400 5.740 0.654
H: -1.661 2.726 -4.325
H: -3.012 -0.544 -1.366
H: -3.220 4.168 3.633
H: 3.491 -4.820 0.520
H: 3.310 4.230 3.689
H: -4.031 -3.035 -0.896
H: -3.038 6.015 1.225
H: 1.757 -5.110 0.666
H: -0.035 2.025 3.406
H: 2.667 -4.417 2.028
H: 1.588 1.764 -2.873
H: -4.403 2.223 1.068
H: -0.897 5.802 -2.097
H: -1.623 1.769 -2.846
H: 4.480 2.270 1.141
H: 2.835 5.359 -0.337
H: 1.625 2.726 -4.348
H: -0.008 -1.923 6.152
H: -2.791 5.338 -0.387
H: -2.914 1.364 0.681
H: 3.091 6.052 1.273
H: 2.900 -0.453 -1.386
H: -0.898 -2.888 4.970
H: -1.465 4.110 3.588
H: -3.491 -4.906 0.584
H: -0.020 0.473 5.669
H: 0.887 5.797 -2.100
H: 3.664 2.563 -0.407
H: 0.881 -2.882 4.964
H: -2.659 -4.472 2.078
H: 2.507 2.652 3.686
H: 1.450 5.759 0.715
H: -2.414 2.595 3.615
H: 2.986 1.406 0.769
H: 2.425 3.342 -2.906
H: -2.451 3.352 -2.880
H: 1.553 4.165 3.653
H: 3.976 -2.928 -0.948

Computed properties:
LUMO level (alpha / beta) ... -14.31 / -14.35 eV
Calculated total energy ... -4725.9685 Eh
Highest occupied orbital energy (alpha / beta) ... -0.705 / -0.705 Ha
Frontier orbital gap (alpha / beta) ... 4.888 / 4.845 eV
Net charge ... +4
Molecular weight ... 675.18 g mol⁻¹


(4)
C18H45ClO12P3Zr | ωB97M-V with the def2-TZVPD basis set

Cartesian coordinates (Å):
Zr: -0.530 2.519 -0.670
Cl: 1.123 2.144 1.331
P: -0.065 -1.115 -0.611
P: -2.553 1.335 2.212
P: 2.338 1.613 -2.743
O: -1.969 0.031 2.949
O: 1.326 2.044 -1.645
O: -4.040 0.809 1.805
O: -0.889 -1.916 0.513
O: 3.897 2.103 -2.579
O: 1.517 -1.505 -0.129
O: -0.226 -2.016 -1.924
O: -2.906 2.416 3.393
O: 1.887 2.224 -4.163
O: 2.399 -0.009 -2.921
O: -0.433 0.338 -0.828
O: -1.814 1.878 1.062
C: -1.487 0.106 5.385
C: -0.919 0.157 3.921
C: 4.561 2.352 -1.338
C: -4.921 0.238 2.744
C: -0.332 -3.887 -3.326
C: 3.288 -0.546 -3.861
C: 3.262 -2.240 1.235
C: 1.949 -1.495 1.249
C: -3.898 3.392 3.212
C: 2.016 3.644 -6.076
C: 2.641 3.314 -4.757
C: 4.682 1.115 -0.528
C: 0.174 -3.366 -2.007
C: 2.978 -2.059 -4.077
C: -2.210 -2.357 0.349
C: -2.541 -3.587 1.201
C: -4.241 3.946 4.580
C: -4.796 -1.300 2.670
H: -5.901 0.567 2.397
H: -1.901 -4.416 0.899
H: 2.327 4.127 -4.102
H: -0.144 -4.008 -1.186
H: 1.309 -2.120 1.871
H: -5.071 -1.655 1.677
H: -2.821 -1.474 0.533
H: 0.972 3.948 -6.006
H: -2.377 -3.495 2.274
H: -4.992 3.313 5.051
H: 1.899 -2.181 -4.178
H: -2.245 -2.710 -0.682
H: -4.749 0.537 3.779
H: -3.581 -3.890 1.081
H: -1.854 -0.908 5.545
H: 5.061 1.313 0.475
H: -3.543 4.187 2.556
H: -5.389 -1.694 3.495
H: -3.391 4.038 5.256
H: 1.262 -3.326 -2.050
H: -0.209 -0.649 3.737
H: 3.128 -3.312 1.095
H: 3.575 -2.092 2.269
H: -3.788 -1.558 2.997
H: 5.453 0.456 -0.929
H: 5.529 2.783 -1.592
H: 4.330 -0.451 -3.558
H: -1.417 -3.966 -3.398
H: 0.104 -4.867 -3.518
H: 3.146 -0.011 -4.800
H: 3.500 -2.461 -4.946
H: 3.247 -2.661 -3.209
H: 3.708 3.101 -4.700
H: -4.694 4.927 4.438
H: 4.111 3.194 -0.812
H: 0.040 -3.181 -4.069
H: -0.746 0.205 6.178
H: -2.412 0.659 5.550
H: 2.013 -0.468 1.609
H: 2.492 4.548 -6.456
H: -4.792 2.915 2.810
H: 3.990 -1.848 0.524
H: -0.273 1.015 3.740
H: 2.014 2.797 -6.761
H: 3.818 0.450 -0.511

Computed properties:
LUMO level (alpha / beta) ... -7.02 / -6.78 eV
Calculated total energy ... -3146.8431 Eh
Highest occupied orbital energy (alpha / beta) ... -0.517 / -0.568 Ha
Expectation value of S² ... 0.752
Multiplicity ... 2
Frontier orbital gap (alpha / beta) ... 7.055 / 8.678 eV
Net charge ... +2
Molecular weight ... 673.14 g mol⁻¹


(5)
C11H14Cl3F6MgN5O4S3Se | ωB97M-V with the def2-TZVPD basis set

Cartesian coordinates (Å):
Se: -0.533 -0.736 2.498
Cl: 2.294 1.263 4.940
Cl: 1.543 3.929 4.059
Cl: 4.280 3.028 3.741
S: -2.038 1.183 -0.497
S: -2.910 3.441 0.552
S: 0.585 -0.338 -2.543
Mg: -0.250 -0.416 0.022
F: -2.512 0.623 -3.014
F: -1.123 2.596 2.349
F: -3.481 2.436 -2.381
F: -2.626 3.929 3.140
F: -1.038 4.708 1.893
F: -1.343 2.413 -2.765
O: -0.635 1.492 -0.254
O: -2.087 3.914 -0.527
O: -4.120 4.113 0.861
O: -2.206 -0.260 -0.594
N: -3.454 -1.214 2.381
N: 1.841 -1.307 0.137
N: -3.082 1.840 0.440
N: -0.426 -2.587 -0.627
N: 2.112 1.411 1.431
C: 2.278 -0.981 -2.300
C: 2.765 -0.771 -0.869
C: -2.319 -1.004 2.402
C: 0.420 -3.339 0.302
C: -0.352 -1.829 -3.003
C: 2.281 1.955 2.426
C: 1.850 -2.776 0.254
C: 2.572 2.538 3.729
C: -2.367 1.739 -2.270
C: -1.858 3.673 2.086
C: -0.223 -2.988 -2.024
H: 2.089 -0.892 1.028
H: -0.040 -2.141 -3.999
H: 0.020 -3.217 1.306
H: 2.925 -0.426 -2.977
H: 2.844 0.300 -0.691
H: 2.383 -3.188 -0.606
H: 0.772 -3.422 -2.114
H: -1.405 -2.703 -0.381
H: 3.766 -1.208 -0.772
H: 2.386 -3.101 1.147
H: 2.295 -2.027 -2.605
H: -0.934 -3.765 -2.322
H: 0.440 -4.409 0.064
H: -1.381 -1.476 -3.053

Computed properties:
LUMO level ... -0.12 eV
Calculated total energy ... -6778.2185 Eh
Highest occupied orbital energy ... -0.304 Ha
Frontier orbital gap ... 8.163 eV
Net charge ... 0
Molecular weight ... 700.08 g mol⁻¹


(6)
C14H26F6NO5 | ωB97M-V with the def2-TZVPD basis set

Cartesian coordinates (Å):
F: -3.929 -0.926 -2.515
F: 3.330 1.510 -1.729
F: 1.656 2.857 -1.450
F: -4.536 0.695 -3.819
F: 1.312 0.734 -1.637
F: -5.872 -0.012 -2.270
O: 1.470 1.003 -4.281
O: -4.674 1.913 -0.840
O: -2.688 1.300 -1.720
O: 0.552 -0.453 2.899
O: 2.455 3.021 -4.004
N: -1.089 -1.930 3.850
C: -0.643 -1.057 2.652
C: 2.443 3.277 -5.438
C: -4.604 0.228 -2.571
C: -1.833 1.683 0.521
C: 1.943 1.874 -3.615
C: 1.767 -1.098 2.463
C: 2.522 -1.780 3.592
C: 1.093 3.787 -5.882
C: -0.295 -4.183 2.958
C: -1.416 -3.389 3.605
C: -4.006 1.265 -1.587
C: 3.627 -2.685 3.039
C: 2.063 1.747 -2.076
C: -1.998 2.243 -0.873
H: -2.533 3.191 -0.876
H: 1.524 -1.798 1.652
H: 0.127 -3.694 2.079
H: -0.702 -5.140 2.628
H: -1.029 2.383 -1.344
H: -1.405 -0.284 2.554
H: -0.351 -1.834 4.552
H: 0.508 -4.389 3.665
H: -1.920 -1.496 4.251
H: 4.024 -2.294 2.098
H: -2.323 -3.385 2.998
H: 3.225 4.017 -5.575
H: -1.668 -3.802 4.582
H: 1.137 4.039 -6.942
H: 2.369 -0.297 2.034
H: -1.226 2.357 1.126
H: -2.800 1.550 1.008
H: 4.464 -2.767 3.731
H: 0.321 3.032 -5.744
H: -0.648 -1.701 1.769
H: 2.719 2.356 -5.949
H: 2.945 -1.017 4.251
H: -1.324 0.720 0.454
H: 1.834 -2.364 4.209
H: 3.260 -3.695 2.844
H: 0.821 4.685 -5.328

Computed properties:
LUMO level ... -3.07 eV
Calculated total energy ... -1578.9789 Eh
Highest occupied orbital energy ... -0.485 Ha
Frontier orbital gap ... 10.128 eV
Net charge ... +1
Molecular weight ... 402.35 g mol⁻¹


(7)
C5H6F2 | ωB97M-V with the def2-TZVPD basis set

Cartesian coordinates (Å):
F: -2.211 1.201 0.070
F: -0.989 -0.800 2.041
C: 1.215 -0.262 -0.880
C: 0.130 -1.232 -0.958
C: -0.868 1.047 0.335
C: -0.208 0.169 -0.672
C: -0.555 0.419 1.683
H: -0.080 -1.547 -2.003
H: 1.503 0.212 -1.795
H: 0.432 0.544 2.094
H: -0.321 2.108 0.397
H: 2.024 -0.003 -0.106
H: -0.071 -1.855 -0.206

Computed properties:
LUMO level (alpha / beta) ... 0.11 / 0.17 eV
Calculated total energy ... -393.6450 Eh
Highest occupied orbital energy (alpha / beta) ... -0.307 / -0.320 Ha
Frontier orbital gap (alpha / beta) ... 8.463 / 8.875 eV
Net charge ... 0
Molecular weight ... 104.10 g mol⁻¹


(8)
C6H11N4 | ωB97M-V with the def2-TZVPD basis set

Cartesian coordinates (Å):
N: -2.125 -0.218 -1.436
N: -1.502 0.930 -1.468
N: 0.500 1.216 -0.361
N: -1.651 0.263 0.688
C: -2.933 -1.902 0.101
C: 1.468 0.609 0.181
C: -1.029 1.314 -0.121
C: 3.792 -0.131 0.563
C: 2.818 0.684 -0.169
C: -2.300 -0.658 -0.248
H: 1.386 0.044 1.052
H: -2.672 -2.574 -0.759
H: 4.718 0.446 0.719
H: -2.693 -2.137 1.073
H: 3.321 -0.296 1.590
H: -1.215 1.322 -2.395
H: -4.011 -1.776 0.015
H: -1.147 2.394 0.207
H: 3.054 1.274 -0.977
H: -1.663 0.253 1.766
H: 3.883 -1.056 -0.020

Computed properties:
LUMO level (alpha / beta) ... -6.35 / -4.24 eV
Calculated total energy ... -453.8453 Eh
Highest occupied orbital energy (alpha / beta) ... -0.435 / -0.483 Ha
Frontier orbital gap (alpha / beta) ... 5.489 / 8.911 eV
Net charge ... +1
Molecular weight ... 139.18 g mol⁻¹


(9)
C14H29BN5O7 | ωB97M-V with the def2-TZVPD basis set

Cartesian coordinates (Å):
O: 1.970 3.782 -3.459
O: -2.935 -2.927 -1.293
O: 2.485 -0.128 0.881
O: 0.752 -5.449 1.820
O: -1.053 -3.369 -0.111
O: 0.744 -0.955 -0.248
O: -4.910 0.737 1.497
N: -2.543 1.510 1.409
N: 0.059 1.599 -0.873
N: -3.839 1.215 3.601
N: -1.966 0.980 0.290
N: -0.739 2.668 1.024
C: 2.089 -0.978 0.111
C: 3.003 -2.065 -0.430
C: 1.750 -4.550 2.286
C: 0.866 3.947 -1.307
C: -2.255 -1.444 0.510
C: 1.199 2.526 -0.816
C: 0.051 0.659 -1.980
C: -2.574 -0.171 -0.328
C: 1.966 4.456 -2.220
C: -0.840 1.722 0.086
C: 4.410 -1.919 0.104
C: -1.764 2.514 1.810
C: 0.489 -0.787 -1.625
C: -2.025 -2.668 -0.308
B: -3.790 1.138 2.159
H: -2.266 -0.331 -1.348
H: -3.127 -1.649 1.130
H: -0.104 3.955 -1.795
H: 0.813 4.579 -0.429
H: 0.215 -4.955 1.197
H: 5.068 -2.518 -0.514
H: 1.290 -3.696 2.793
H: 1.069 3.778 -3.784
H: 2.386 -5.083 2.987
H: 1.981 2.152 -1.462
H: 2.355 -4.200 1.447
H: -2.945 1.040 4.048
H: 2.565 -3.043 -0.278
H: -0.252 -1.489 -1.993
H: 4.753 -0.898 0.042
H: 1.629 2.534 0.173
H: -3.649 -0.098 -0.348
H: 3.038 -1.913 -1.508
H: 2.918 4.284 -1.728
H: -0.908 0.701 -2.484
H: -3.328 -3.789 -1.116
H: 0.753 1.034 -2.708
H: 4.497 -2.276 1.122
H: 1.382 -1.005 -2.194
H: -4.108 2.153 3.888
H: 1.844 5.532 -2.330
H: -1.986 3.106 2.671
H: -1.440 -1.271 1.192
H: -5.044 1.322 0.742

Computed properties:
LUMO level ... -3.21 eV
Calculated total energy ... -1376.0095 Eh
Highest occupied orbital energy ... -0.444 Ha
Frontier orbital gap ... 8.879 eV
Net charge ... +1
Molecular weight ... 390.23 g mol⁻¹


Question: Which value of molecular weight does entry 4 give?
Answer: 673.14 g mol⁻¹